[1]
Here is a gas-phase ion, C27H36N3O2 (charge +1) in a non-equilibrium geometry from the OMol25 dataset. Energies are from wB97M-V/def2-TZVPD.

- Net charge: +1
- SMILES: COC(=O)[C@H]1CCC[N@@H+]1C(c1ccc2c(c1)CCCN2C)c1ccc2c(c1)CCCN2C
- Spin multiplicity: 1
- Energy above the lowest of the compared OMol25 structures with the same formula, charge and spin: 235.7 kJ/mol
- HOMO level: -0.358 Ha

Structure (XYZ):
```
68
Properties=species:S:1:pos:R:3:forces:R:3
C 1.34943 -3.39929 -4.98526 -0.2 0.0 -0.5
O 2.23026 -3.85050 -3.93930 0.1 0.0 1.1
C 2.22047 -3.07595 -2.85289 -0.7 1.9 -0.6
O 1.61494 -2.00531 -2.80481 1.0 -1.8 0.5
C 3.12568 -3.60321 -1.73067 0.2 0.0 -0.3
C 4.58978 -3.72088 -2.25451 0.0 -0.7 -0.5
C 5.47326 -2.77260 -1.41839 0.5 -0.1 -0.4
C 4.58320 -2.14785 -0.36594 -0.4 -0.3 -0.2
N 3.17929 -2.60450 -0.63578 -2.1 2.9 -1.8
C 2.32452 -2.76885 0.93804 2.6 -2.6 0.9
C 1.05779 -3.52932 0.91776 -1.3 -0.4 -0.5
C 0.29032 -3.62692 2.10844 0.1 -0.1 -0.4
C -0.92924 -4.28264 2.14649 0.1 -0.2 -0.5
C -1.45431 -4.92695 0.99965 0.2 0.4 0.0
C -0.65690 -4.92612 -0.18248 -0.2 0.4 0.5
C 0.52881 -4.19136 -0.22288 -0.2 -0.1 0.7
C -1.20929 -5.61716 -1.39479 -0.2 -0.2 -0.5
C -2.17521 -6.75036 -1.04305 -0.1 -0.1 0.4
C -3.25410 -6.22001 -0.10329 -0.3 -0.3 -0.7
N -2.71094 -5.47490 1.00197 0.1 0.1 0.3
C -3.71444 -5.19992 2.01092 0.1 -0.2 0.2
C 2.41236 -1.59740 1.82042 -0.5 1.9 0.0
C 1.29166 -0.96682 2.49175 0.4 -0.2 -0.3
C 1.48833 -0.06996 3.53645 0.2 0.4 0.1
C 2.80681 0.36146 3.90169 0.0 -0.6 0.6
C 3.87806 -0.01972 3.05810 -0.7 0.0 0.0
C 3.63775 -0.93789 2.06632 0.4 0.0 0.3
C 5.26144 0.50776 3.27924 0.6 0.3 0.0
C 5.53322 0.85066 4.74244 0.0 -0.4 0.1
C 4.37097 1.63853 5.31042 0.3 0.5 -0.1
N 3.08190 1.02032 5.06779 -0.7 -0.3 -0.4
C 1.99477 1.44713 5.92791 -0.2 0.1 0.0
H 1.59287 -4.04489 -5.85153 -0.3 0.5 0.5
H 0.30022 -3.55081 -4.65188 0.7 0.2 -0.4
H 1.56536 -2.33161 -5.18259 -0.3 -0.7 -0.1
H 2.67795 -4.54907 -1.35300 0.9 0.5 -0.3
H 4.89288 -4.77682 -2.15164 0.1 0.5 -0.1
H 4.64650 -3.48096 -3.33979 -0.1 -0.2 0.8
H 6.26685 -3.33519 -0.89843 -0.2 0.2 -0.4
H 5.96815 -1.99583 -2.03368 -0.4 -0.5 0.2
H 4.88052 -2.57012 0.61472 -0.3 0.3 -0.5
H 4.59393 -1.04801 -0.35758 0.1 -0.6 0.0
H 2.45495 -1.86861 -0.76148 1.2 0.1 -1.4
H 3.26089 -3.39016 0.83236 -1.6 -0.4 3.5
H 0.62913 -3.17309 3.03666 0.1 -0.2 -0.3
H -1.49387 -4.28992 3.07130 0.2 -0.1 -0.1
H 1.02241 -4.10919 -1.19105 -0.6 -0.1 0.6
H -0.40028 -6.01938 -2.00351 0.1 0.1 -0.1
H -1.75798 -4.90244 -2.02476 0.1 0.0 0.1
H -1.64384 -7.58581 -0.55572 -0.1 0.3 -0.2
H -2.66221 -7.14991 -1.94415 0.2 0.1 0.2
H -3.85861 -7.05410 0.29889 0.3 0.3 -0.1
H -3.95570 -5.57526 -0.66777 0.2 -0.2 0.1
H -3.44502 -4.34408 2.62344 -0.1 0.0 0.0
H -4.66846 -4.99326 1.51172 0.1 0.1 0.1
H -3.86489 -6.07353 2.65777 0.0 0.1 0.0
H 0.25067 -1.17958 2.20987 0.7 -0.1 0.2
H 0.62445 0.34440 4.09572 0.6 -0.4 -0.6
H 4.49972 -1.07559 1.43029 -0.3 -0.3 0.8
H 6.00008 -0.22524 2.95741 0.0 -0.1 -0.1
H 5.45429 1.39635 2.66623 -0.2 0.0 0.0
H 6.45664 1.43279 4.83081 -0.2 0.0 0.0
H 5.69378 -0.07348 5.31355 -0.2 0.1 -0.1
H 4.37438 2.63289 4.83916 0.0 0.1 0.2
H 4.47576 1.76650 6.39373 0.0 0.0 -0.3
H 1.35771 0.59329 6.19162 0.2 0.2 0.1
H 2.43034 1.87620 6.84143 -0.3 -0.2 -0.3
H 1.35737 2.19967 5.43025 0.2 -0.1 0.3
```
Positions in Å, forces in eV/Å.

=====

[2]
Here is 4 unconnected molecules or ions with the total composition C17H30FN3O7S in a non-equilibrium geometry from the OMol25 dataset. Energies are from wB97M-V/def2-TZVPD.

- SMILES: C#C[C@H]1C[C@@H](CC(=O)F)COS1(=O)=O.CNC(C)=O.CNC(C)=O.CNC(C)=O
- Spin multiplicity: 1
- HOMO level: -0.329 Ha

Structure (XYZ):
```
59
Properties=species:S:1:pos:R:3:forces:R:3
C 1.66317 0.61406 1.94075 0.7 -0.3 -1.5
C 1.91801 1.52769 1.16231 -0.5 -0.3 -1.0
C 2.30602 2.50598 -0.00469 1.7 -0.6 2.9
C 3.84279 2.21984 -0.34826 0.5 0.0 -0.4
C 4.03787 1.84770 -1.88044 1.2 0.1 0.2
C 3.73857 0.29705 -2.21248 -0.7 0.7 -0.4
C 4.99289 -0.62363 -2.03032 0.4 -0.2 0.4
O 5.67674 -0.70507 -1.05082 -1.2 0.3 -1.7
F 5.33150 -1.43985 -3.14887 -0.9 1.5 1.5
C 3.26104 2.83954 -2.84748 2.1 -0.5 -0.8
O 1.82414 2.63620 -2.90735 0.6 0.2 2.4
S 1.14101 2.37509 -1.42402 -6.3 -1.7 0.9
O 0.54083 1.01679 -1.45802 2.5 1.8 -0.5
O 0.03116 3.31899 -1.13807 3.1 -0.3 -1.0
H 1.52103 -0.40526 2.45582 0.0 2.5 -0.7
H 2.24345 3.55832 0.42566 -0.3 -1.2 -1.1
H 4.29776 1.38805 0.28208 -1.0 1.0 -0.8
H 4.42835 3.15648 -0.05989 -0.7 -1.2 -0.7
H 5.14974 1.99913 -2.10522 -1.5 0.0 0.2
H 3.32155 0.28781 -3.27427 0.7 -0.5 1.4
H 2.90762 -0.01995 -1.49698 1.2 -0.1 -1.0
H 3.56611 3.90804 -2.61560 -0.8 -1.1 -0.1
H 3.65134 2.62794 -3.89982 -0.8 0.3 1.3
C -2.63367 2.18457 -2.78960 0.3 0.1 0.4
N -3.42992 2.27212 -1.58357 -0.5 -0.1 -0.1
C -4.78016 2.18384 -1.45590 0.2 0.1 0.6
C -5.59543 1.96689 -2.70457 -0.2 0.0 -0.1
O -5.29856 2.27999 -0.35179 -0.1 0.0 -0.2
H -1.93391 1.35401 -2.67587 0.1 0.1 -0.3
H -2.06967 3.11310 -2.89343 0.1 -0.1 -0.2
H -3.24395 2.02801 -3.67631 -0.1 0.0 0.1
H -2.95270 2.41736 -0.70487 0.1 0.0 -0.1
H -6.65108 1.91817 -2.44012 0.2 0.0 0.1
H -5.45055 2.79791 -3.39768 0.0 -0.2 -0.1
H -5.31378 1.02471 -3.17909 0.0 0.1 -0.1
C -2.17316 -3.62573 -2.13714 0.2 -0.5 0.2
N -1.49433 -3.65260 -0.85868 0.0 0.4 0.2
C -1.29936 -2.62726 0.01487 0.2 -0.1 0.3
C -1.84306 -1.27174 -0.35453 0.0 0.1 0.1
O -0.69732 -2.82543 1.06331 -0.1 0.0 0.0
H -3.00145 -4.33685 -2.10227 -0.1 0.1 -0.2
H -1.46742 -3.94151 -2.90853 -0.2 0.1 -0.2
H -2.55494 -2.63696 -2.37854 0.1 -0.1 0.1
H -1.10255 -4.52760 -0.54229 0.0 0.1 -0.1
H -1.60909 -0.56178 0.43791 0.1 -0.2 0.0
H -1.38153 -0.92057 -1.27967 -0.1 0.0 0.0
H -2.92848 -1.32035 -0.46601 0.0 0.1 -0.1
C -0.54485 -3.81785 5.66622 -0.1 -0.1 -0.5
N -0.23305 -2.79423 4.69141 0.2 0.4 0.1
C 0.21390 -1.53232 4.90969 -0.1 -0.3 -0.4
C 0.42955 -1.09047 6.33285 0.0 0.2 0.1
O 0.42870 -0.79142 3.95784 0.0 0.0 0.5
H 0.08665 -4.68622 5.46704 -0.1 -0.1 0.2
H -1.59104 -4.10447 5.54119 0.0 -0.1 0.2
H -0.38184 -3.47797 6.68599 0.0 0.0 -0.1
H -0.35229 -3.01264 3.70974 0.0 0.0 0.0
H 0.78638 -0.06127 6.33931 -0.1 -0.1 -0.1
H -0.51017 -1.13403 6.88680 0.1 -0.1 0.1
H 1.18138 -1.72032 6.81230 -0.1 0.0 0.1
```
Positions in Å, forces in eV/Å.

=====

[3]
Here is a molecular structure, C17H16Cl5MnO6S2 from the OMol25 dataset. Energies are from wB97M-V/def2-TZVPD.

- Spin multiplicity: 5
- Energy above the lowest of the compared OMol25 structures with the same formula, charge and spin: 11.9 kJ/mol
- HOMO level (spin up / spin down): -0.331 / -0.331 Ha
- <S²>: 6.0720

Structure (XYZ):
```
47
Properties=species:S:1:pos:R:3:forces:R:3
Mn -0.71023 -0.07821 -0.03686 0.1 0.0 -0.2
Cl -1.14617 2.28912 -1.85087 0.0 0.0 0.0
C -2.45544 1.14784 -1.97741 0.0 0.0 0.0
C -2.36745 -0.00314 -1.21176 0.1 -0.1 0.0
C -3.38873 -0.92669 -1.33489 -0.1 0.0 0.0
Cl -3.31291 -2.39297 -0.41220 0.0 0.0 0.0
C -4.47760 -0.71395 -2.17967 0.0 0.1 0.0
Cl -5.73700 -1.87699 -2.30673 0.0 0.0 0.0
C -4.54224 0.46204 -2.92784 0.0 0.0 0.0
Cl -5.87680 0.74984 -3.97013 0.0 0.0 0.0
C -3.52130 1.40613 -2.83067 0.0 0.0 0.0
Cl -3.58193 2.85889 -3.74604 0.0 0.0 0.0
O 1.10573 0.33981 0.53397 0.0 0.0 -0.2
S 1.76263 -0.16006 -0.78942 -0.1 0.1 0.2
O 2.68527 -1.22324 -0.50759 0.0 0.0 0.0
O 0.44890 -0.73886 -1.40516 0.0 0.1 0.1
O 2.23982 0.95073 -1.55338 0.0 -0.1 0.0
C 0.34109 -3.03300 2.99627 0.0 0.0 0.0
C -0.06457 -2.62017 1.61684 -0.1 0.0 0.0
C 0.44204 -3.40399 0.45691 0.0 0.0 -0.1
O -0.78057 -1.63481 1.47056 0.1 0.1 0.1
H 0.13270 -4.09065 3.15804 0.0 0.0 0.0
H -0.15542 -2.41569 3.74042 0.0 0.0 0.0
H 1.42339 -2.89901 3.07853 0.0 0.0 0.0
H 0.56928 -4.45431 0.71426 0.0 0.0 0.0
H 1.41736 -2.99366 0.16908 0.0 0.0 0.1
H -0.21766 -3.28104 -0.40003 0.0 0.0 0.0
C 2.16934 0.19010 6.60861 0.0 0.0 0.0
C 1.47962 0.76562 5.40348 0.0 0.0 0.0
C 0.11102 0.57726 5.21000 0.0 0.0 0.0
C -0.52460 1.07642 4.08763 0.0 0.0 0.0
C 0.22095 1.77998 3.15159 -0.1 0.0 0.0
C 1.58520 1.96175 3.30585 0.0 0.0 0.0
C 2.20382 1.46259 4.44115 0.0 0.0 0.0
S -0.53717 2.37734 1.66675 0.0 -0.1 0.0
C -1.71762 3.53073 2.34236 0.0 0.0 0.0
O -1.47645 1.23821 1.21281 0.0 0.1 0.1
H 1.47076 0.03692 7.42995 0.0 0.0 0.0
H 2.97080 0.84287 6.95245 0.0 0.0 0.0
H 2.61522 -0.77677 6.36577 0.0 0.0 0.0
H -0.46169 0.02795 5.94768 0.0 0.0 0.0
H -1.57976 0.89528 3.92544 0.0 0.0 0.0
H 2.15870 2.46029 2.53527 0.0 0.0 0.0
H 3.27021 1.60009 4.57041 0.0 0.0 0.0
H -2.35933 3.01624 3.05450 0.0 0.0 0.0
H -2.29669 3.91498 1.50492 0.0 0.0 0.0
H -1.16348 4.33539 2.82307 0.0 0.0 0.0
```
Positions in Å, forces in eV/Å.

=====

[4]
Here is a molecular structure, C12H18Cl2NO2SSiTa in a non-equilibrium geometry from the OMol25 dataset. Energies are from wB97M-V/def2-TZVPD.

- Net charge: +2
- Spin multiplicity: 1
- Energy above the lowest of the compared OMol25 structures with the same formula, charge and spin: 0.0 kJ/mol
- HOMO level: -0.574 Ha

Structure (XYZ):
```
38
Properties=species:S:1:pos:R:3:forces:R:3
Ta -0.17653 0.40941 0.08948 0.8 -0.9 -0.1
N 2.94561 -0.06719 2.82106 -0.1 0.1 0.0
C 1.74868 -0.02159 2.30170 0.0 0.0 0.0
O 1.50583 0.77124 1.32382 -0.2 0.1 0.1
C 0.63737 -0.90833 2.77238 0.0 0.0 0.0
C -0.60467 -0.61339 1.93845 0.0 0.0 -0.1
H 3.66849 0.56068 2.49666 0.0 0.0 0.0
H 3.15519 -0.67937 3.59619 0.0 0.0 0.0
H 0.48511 -0.74800 3.84265 0.0 0.0 0.0
H 0.96098 -1.94667 2.66166 0.0 0.0 0.0
H -1.28296 0.06970 2.47198 0.0 0.0 0.0
H -1.19230 -1.51114 1.73679 0.0 0.0 0.1
Cl 1.20411 2.08266 -1.30819 0.0 0.1 -0.1
C 2.61060 0.99347 -1.38653 -0.1 0.0 0.0
C 3.84118 1.59746 -1.50983 0.0 0.0 0.0
C 4.95718 0.77463 -1.58644 0.0 0.0 0.0
C 4.82814 -0.60238 -1.50327 0.0 0.0 0.0
C 3.57734 -1.18234 -1.35140 0.0 0.0 0.0
Cl 3.44183 -2.88943 -1.23586 0.0 0.0 0.0
C 2.42174 -0.39102 -1.30239 0.0 0.1 0.0
S 0.83317 -1.17984 -1.26631 -0.3 0.2 0.1
H 3.92969 2.67332 -1.56631 0.0 0.0 0.0
H 5.93580 1.21589 -1.71657 0.0 0.0 0.0
H 5.69787 -1.24213 -1.56231 0.0 0.0 0.0
C -4.18748 1.86065 -0.09523 0.0 0.0 0.0
Si -3.64738 0.21169 -0.73316 0.0 0.0 0.0
C -3.79713 -0.02819 -2.55321 0.0 0.0 0.0
C -4.17576 -1.23275 0.29036 0.0 0.0 0.0
O -1.87235 0.26944 -0.45822 -0.2 0.4 0.0
H -5.27681 1.93754 -0.13276 0.0 0.0 0.0
H -3.78765 2.68161 -0.69314 0.0 0.0 0.0
H -3.89741 2.00588 0.94759 0.0 0.0 0.0
H -4.85769 -0.05288 -2.81807 0.0 0.0 0.0
H -3.36080 -0.97370 -2.87866 0.0 0.0 0.0
H -3.34017 0.78417 -3.11975 0.0 0.0 0.0
H -5.21135 -1.48354 0.04606 0.0 0.0 0.0
H -4.13933 -1.02377 1.36069 0.0 0.0 0.0
H -3.57815 -2.12178 0.08007 0.0 0.0 0.0
```
Positions in Å, forces in eV/Å.

=====

The records above yield E values of -37140.231 -50467.880 -145777.794 -63619.553 eV, respectively.